(1)
139
Properties=species:S:1:pos:R:3:forces:R:3 method="wB97M-V/def2-TZVPD" relative_energy_kj_mol=0.0 spin_multiplicity=1 total_energy_ha=-5837.7748 homo_energy_ev="-6.14 / -6.14" e_lumo_ev="-0.25 / -0.25" largest_force_ev_per_a=0.7
Tc -0.4176 -0.1414 1.2413 -0.421 0.509 -0.119
C 2.2991 4.0028 -3.0560 -0.146 -0.076 0.032
C 1.0149 3.1671 -3.1853 0.020 0.118 0.229
C 0.4303 2.7456 -1.8714 0.069 0.017 -0.003
C -0.3112 3.4895 -1.0500 -0.081 0.046 0.034
C -0.7706 4.8999 -1.2524 0.106 0.034 0.141
C 0.0781 5.9301 -0.4881 -0.028 -0.078 -0.036
C -0.5574 2.7146 0.1717 0.133 0.033 -0.091
N -0.0837 1.4250 0.0307 -0.240 -0.327 -0.162
C 0.7007 1.4412 -1.1945 0.354 0.001 -0.006
C 2.1197 0.9569 -1.2784 0.185 0.160 0.262
C 1.9098 -0.4599 -0.9176 0.009 0.381 -0.125
C 2.7987 -1.5379 -1.3994 -0.166 -0.104 0.088
C 3.6840 -1.4769 -2.5974 0.158 0.090 0.138
C 5.0106 -0.7439 -2.3361 -0.074 -0.042 0.016
C 2.5981 -2.5871 -0.5849 0.260 -0.100 0.047
C 1.6893 -2.1367 0.4654 0.087 -0.246 0.069
C 1.1721 -3.1280 1.4644 -0.405 0.115 -0.229
C 0.7066 -2.5868 2.7520 0.123 -0.128 -0.119
N 0.1802 -1.3627 2.8766 -0.309 -0.011 -0.108
C -0.1606 -1.2535 4.2033 0.125 -0.177 0.039
C -0.6612 -0.0795 4.7613 0.003 -0.002 -0.051
C -0.8463 1.1031 4.1187 0.095 -0.043 0.160
N -0.6125 1.3516 2.7604 -0.128 0.020 -0.115
C -1.0740 2.5903 2.5510 0.041 -0.174 0.003
C -1.0838 3.2440 1.2948 -0.173 0.095 0.098
C -1.5517 3.2001 3.7644 -0.036 0.070 0.112
C -1.4014 2.2683 4.7477 -0.152 0.081 -0.131
C -1.7460 2.3945 6.1995 0.200 0.028 -0.017
C -0.5193 2.6645 7.0815 -0.042 0.023 -0.022
C -2.0614 4.6050 3.8809 0.169 0.011 -0.004
C -0.9302 5.6292 4.0539 -0.048 -0.032 -0.067
C 0.1516 -2.4483 4.8936 -0.259 0.142 0.118
C 0.7027 -3.3055 3.9580 0.274 -0.062 -0.057
C 1.2291 -4.6970 4.1587 0.099 0.130 0.006
C 2.6852 -4.7180 4.6453 -0.081 -0.037 -0.024
C -0.1167 -2.7142 6.3442 0.180 0.117 0.041
C 0.9119 -2.0680 7.2851 -0.052 -0.052 -0.030
N 1.3245 -0.8983 0.3447 0.372 -0.235 -0.338
C 3.1918 -3.9628 -0.6974 0.095 0.172 0.163
C 4.5922 -4.0446 -0.0713 -0.093 -0.005 -0.043
H 2.7136 4.2289 -4.0416 -0.010 -0.010 0.041
H 3.0602 3.4796 -2.4731 0.000 0.034 -0.043
H 2.0921 4.9464 -2.5498 0.028 -0.031 -0.034
H 1.2173 2.2906 -3.7936 -0.199 0.135 0.085
H 0.2640 3.7444 -3.7285 -0.005 -0.034 -0.051
H -1.8139 4.9813 -0.9337 0.000 0.025 -0.040
H -0.7409 5.1327 -2.3186 -0.061 0.000 -0.011
H 0.0803 5.7229 0.5830 0.003 0.027 -0.048
H -0.3041 6.9409 -0.6428 0.002 -0.038 0.005
H 1.1156 5.9042 -0.8269 -0.050 0.005 0.025
H 3.0360 1.4663 -1.5525 -0.171 -0.101 -0.090
H 3.1732 -0.9799 -3.4170 -0.049 0.044 -0.123
H 3.8952 -2.4955 -2.9278 -0.010 -0.002 -0.019
H 4.8435 0.3052 -2.0810 0.032 -0.082 -0.022
H 5.6365 -0.7786 -3.2301 -0.023 0.028 0.054
H 5.5591 -1.2036 -1.5107 -0.035 0.026 -0.054
H 1.9716 -3.8307 1.6683 0.037 -0.253 -0.039
H -0.9157 -0.1075 5.8151 -0.015 -0.010 -0.030
H -1.4595 4.2576 1.2619 0.044 -0.039 -0.019
H -2.2426 1.4838 6.5414 -0.036 0.003 0.006
H -2.4622 3.2082 6.3239 -0.044 -0.018 0.023
H 0.2337 1.8842 6.9493 -0.039 0.043 0.022
H -0.8007 2.7019 8.1369 0.037 -0.004 -0.051
H -0.0576 3.6197 6.8183 -0.014 -0.076 0.004
H -2.7407 4.6749 4.7335 -0.019 -0.001 -0.023
H -2.6476 4.8627 2.9945 -0.040 -0.004 0.038
H -0.3370 5.3941 4.9402 -0.019 0.024 -0.035
H -1.3255 6.6431 4.1607 0.037 -0.061 -0.013
H -0.2566 5.6113 3.1915 -0.046 -0.005 0.082
H 1.1470 -5.2589 3.2240 -0.052 -0.014 0.050
H 0.6011 -5.2178 4.8854 -0.013 -0.034 -0.042
H 3.3353 -4.1852 3.9452 -0.021 -0.024 0.042
H 3.0573 -5.7413 4.7498 -0.023 0.073 -0.006
H 2.7706 -4.2231 5.6153 0.023 -0.006 -0.051
H -0.1252 -3.7941 6.5122 -0.035 0.023 -0.002
H -1.1166 -2.3513 6.5998 0.011 -0.042 0.023
H 1.9191 -2.4298 7.0641 -0.056 0.036 0.008
H 0.6871 -2.2995 8.3299 0.021 0.023 -0.057
H 0.9192 -0.9810 7.1693 0.016 -0.068 0.001
H 3.2440 -4.2342 -1.7520 0.007 -0.058 -0.058
H 2.5282 -4.6885 -0.2290 -0.061 -0.028 -0.002
H 5.3050 -3.4572 -0.6544 -0.021 -0.012 0.062
H 4.9508 -5.0760 -0.0352 -0.031 0.076 -0.007
H 4.5866 -3.6443 0.9462 0.012 -0.057 -0.039
O -2.5817 0.0361 1.6522 -0.029 -0.296 -0.187
S -3.5386 -0.5313 0.5833 0.020 0.345 0.347
C -4.8562 0.7353 0.4868 0.140 -0.040 -0.206
C -6.1792 0.0205 0.7191 0.058 -0.074 0.061
C -5.8938 -0.9551 1.8555 0.016 0.000 0.005
C -4.6379 -1.7100 1.4426 0.124 -0.012 -0.005
H -4.7776 1.2192 -0.4861 -0.001 0.064 0.083
H -4.6128 1.4447 1.2797 0.010 -0.008 -0.013
H -6.4683 -0.5321 -0.1793 -0.046 0.038 0.014
H -6.9811 0.7197 0.9574 0.043 0.039 -0.028
H -6.7248 -1.6351 2.0424 0.024 -0.023 0.000
H -5.6987 -0.3979 2.7750 -0.029 -0.022 0.001
H -4.8339 -2.5175 0.7329 -0.005 0.073 0.003
H -4.0531 -2.1150 2.2623 0.153 -0.082 0.036
O 0.1715 -3.9527 0.7458 0.336 0.214 0.195
S -1.3298 -3.3563 0.6767 0.078 0.140 -0.368
O -1.9732 -4.1582 -0.3178 0.153 0.113 -0.092
O -1.1107 -1.9422 0.1933 -0.215 -0.228 0.446
O -1.8772 -3.4140 2.0013 -0.147 0.219 0.050
C 1.0524 0.2211 -2.0029 -0.263 -0.248 0.126
Ge 0.4277 -0.2521 -3.8026 -0.033 -0.039 0.003
C 1.7709 -0.0165 -5.2197 0.009 0.035 0.054
C 1.8234 -0.9716 -6.2361 0.074 0.039 -0.073
C 2.7436 -0.8624 -7.2734 0.017 0.048 0.040
C 3.6280 0.2071 -7.3114 -0.043 -0.021 0.025
C 3.5977 1.1580 -6.2987 -0.016 -0.042 -0.015
C 2.6804 1.0433 -5.2619 0.186 -0.044 -0.032
C -0.2627 -2.0567 -4.0147 -0.086 0.048 0.024
C -1.1106 -2.2487 -5.1117 -0.017 -0.097 0.105
C -1.6202 -3.5058 -5.4018 0.059 0.026 0.015
C -1.2902 -4.5872 -4.5926 -0.027 -0.005 -0.044
C -0.4644 -4.4046 -3.4955 -0.009 0.090 0.089
C 0.0448 -3.1429 -3.2038 0.057 -0.073 -0.038
C -1.0895 0.9358 -4.1018 -0.046 -0.025 -0.027
C -2.0614 1.0468 -3.1063 -0.020 0.024 0.011
C -3.1693 1.8627 -3.2944 0.024 0.007 -0.023
C -3.3243 2.5656 -4.4845 0.068 -0.023 0.004
C -2.3683 2.4500 -5.4868 -0.020 0.019 0.036
C -1.2543 1.6404 -5.2923 -0.033 -0.001 0.018
H 1.1478 -1.8194 -6.2168 0.062 0.046 -0.017
H 2.7726 -1.6190 -8.0482 -0.011 0.025 0.008
H 4.3429 0.2957 -8.1210 -0.023 -0.006 0.035
H 4.2927 1.9893 -6.3131 -0.007 -0.022 0.006
H 2.7060 1.7835 -4.4685 0.152 -0.187 -0.209
H -1.3796 -1.4062 -5.7424 -0.016 -0.027 0.014
H -2.2725 -3.6406 -6.2565 0.005 -0.004 0.031
H -1.6890 -5.5706 -4.8132 0.011 0.041 0.018
H -0.2333 -5.2350 -2.8435 -0.004 -0.035 0.036
H 0.6827 -3.0181 -2.3362 -0.073 0.011 0.003
H -1.9491 0.5002 -2.1705 -0.013 0.048 -0.078
H -3.9120 1.9579 -2.5097 0.034 0.002 -0.053
H -4.1878 3.2040 -4.6303 0.026 -0.028 0.006
H -2.4886 2.9940 -6.4173 0.007 -0.032 0.055
H -0.5020 1.5644 -6.0736 -0.051 0.012 0.043

***

(2)
104
Properties=species:S:1:pos:R:3:forces:R:3 method="wB97M-V/def2-TZVPD" relative_energy_kj_mol=66.1 spin_multiplicity=6 total_energy_ha=-5781.5859 homo_energy_ev="-15.21 / -15.49" e_lumo_ev="-7.66 / -10.80" total_charge=+3 largest_force_ev_per_a=1.0
Ir -0.1461 -0.0322 -0.1013 0.224 -0.433 0.017
C 2.1906 -1.5002 -4.0734 0.109 0.081 -0.108
C 3.0380 -1.3902 -2.8605 -0.287 0.294 0.240
N 4.2061 -1.9627 -2.8383 0.504 -0.500 -0.639
C 4.9973 -1.9340 -1.7695 -0.388 0.185 -0.115
C 4.6275 -1.3303 -0.5562 -0.262 0.403 0.399
C 5.6099 -1.4277 0.6063 -0.018 -0.047 -0.052
O 5.8229 -0.2217 1.3145 -0.141 0.048 -0.037
C 3.3755 -0.7128 -0.4931 0.097 -0.241 -0.092
C 2.9889 -0.0399 0.7383 0.213 0.284 0.414
N 1.8192 0.2540 1.1823 -0.374 -0.363 -0.770
C 1.7406 0.7902 2.4973 0.064 0.153 0.614
C 2.7487 0.5797 3.4508 -0.002 -0.091 -0.164
C 2.6640 1.0948 4.7301 0.027 0.005 0.057
C 1.5570 1.8310 5.1256 0.028 -0.072 -0.068
C 0.5310 2.0332 4.2183 -0.064 -0.008 0.064
C 0.6346 1.5119 2.9405 -0.292 0.052 -0.284
I -0.9711 1.9272 1.6392 0.404 0.183 0.214
C 2.5381 -0.6917 -1.6679 0.251 0.035 -0.097
O 1.4244 -0.1114 -1.7147 -0.117 -0.089 -0.169
H 2.7868 -1.9043 -4.8868 0.004 -0.003 0.010
H 1.7894 -0.5239 -4.3537 -0.045 -0.004 0.032
H 1.3365 -2.1582 -3.8893 -0.019 0.036 0.065
H 5.9734 -2.3889 -1.8968 0.011 0.006 0.096
H 6.5528 -1.8233 0.2285 -0.027 -0.076 0.001
H 5.2171 -2.1599 1.3180 0.058 0.015 0.015
H 6.6118 0.2268 0.9929 0.019 -0.036 -0.025
H 3.8501 0.2286 1.3392 0.009 0.006 0.059
H 3.6221 -0.0083 3.2027 -0.023 -0.042 0.010
H 3.4703 0.9007 5.4243 -0.013 0.028 0.014
H 1.4842 2.2277 6.1284 -0.008 0.012 -0.002
H -0.3541 2.5837 4.5068 0.035 0.042 0.014
C -0.4530 -2.1536 2.8770 0.119 -0.069 0.113
O -1.2368 -1.5956 1.8140 -0.010 -0.154 -0.077
C -2.5943 -1.6301 1.9516 -0.013 0.240 -0.181
C -3.2524 -2.2146 3.0173 -0.075 -0.013 -0.062
C -4.6468 -2.2051 3.0639 -0.172 -0.094 0.313
Br -5.5144 -3.0586 4.5063 0.111 0.125 -0.200
C -5.3831 -1.5731 2.0928 -0.113 -0.089 0.061
C -4.7264 -0.9333 1.0306 0.180 -0.074 -0.225
C -3.3288 -1.0051 0.9324 -0.068 0.090 0.126
O -2.6172 -0.5359 -0.1421 -0.171 0.148 0.349
C -5.5520 -0.2519 0.0565 0.577 0.228 0.176
N -6.7849 -0.6521 -0.2514 -0.670 -0.021 -0.188
C -7.2607 0.2266 -1.1413 0.561 -0.165 0.384
C -8.5231 0.2630 -1.7889 -0.255 0.101 -0.202
C -8.7559 1.3047 -2.6394 -0.203 -0.309 0.122
C -7.7748 2.3010 -2.8685 0.154 0.091 0.013
C -6.5126 2.2809 -2.2564 0.222 -0.004 0.164
C -6.2740 1.2395 -1.4016 -0.124 0.239 -0.379
N -5.1775 0.8765 -0.6370 -0.198 -0.264 0.000
H -0.6465 -1.6410 3.8206 -0.024 0.053 -0.043
H 0.5847 -2.0021 2.5905 -0.027 -0.008 0.004
H -0.6503 -3.2207 2.9899 -0.004 0.019 -0.051
H -2.7059 -2.6977 3.8144 -0.003 0.006 -0.026
H -6.4625 -1.5474 2.1402 0.012 -0.008 -0.008
H -3.1675 -0.0365 -0.7613 0.179 -0.187 -0.164
H -9.2571 -0.5076 -1.5969 0.017 -0.003 0.011
H -9.7055 1.3772 -3.1511 0.013 0.041 -0.009
H -8.0049 3.1127 -3.5467 -0.019 -0.015 -0.007
H -5.7764 3.0505 -2.4470 -0.043 0.041 -0.051
H -4.4166 1.4956 -0.4046 -0.003 0.086 0.086
C -3.2399 -2.1564 -2.7921 -0.008 -0.181 0.010
C -1.9095 -2.8794 -3.0496 -0.072 0.079 0.049
C -1.6937 -3.0092 -4.5582 -0.015 -0.029 0.074
C -1.9303 -4.2655 -2.4102 0.042 0.028 -0.073
N -0.7510 -2.1102 -2.5588 0.556 -0.244 -0.471
N -0.3936 -2.1429 -1.1851 0.034 0.812 0.437
H -4.0494 -2.6710 -3.3114 -0.024 0.022 0.019
H -3.1900 -1.1306 -3.1676 -0.006 0.027 -0.009
H -3.4824 -2.1477 -1.7276 -0.019 -0.007 -0.021
H -2.5291 -3.5455 -5.0082 0.000 0.037 -0.029
H -0.7790 -3.5622 -4.7697 0.007 0.014 0.007
H -1.6258 -2.0265 -5.0314 0.007 0.022 -0.004
H -2.6478 -4.8925 -2.9379 -0.018 0.000 0.020
H -2.2458 -4.2478 -1.3628 0.028 -0.004 0.002
H -0.9534 -4.7453 -2.4860 -0.008 -0.005 0.014
H -0.7029 -1.1664 -2.9156 -0.229 0.136 0.167
H 0.5214 -2.5769 -1.0913 -0.135 -0.282 -0.116
H -1.0526 -2.7180 -0.6738 -0.082 0.041 0.156
O -1.2459 1.4161 -1.6084 -0.174 -0.410 0.350
S -0.5653 2.5201 -2.4086 -0.128 0.378 -0.606
C -1.0418 2.2087 -4.1119 0.214 0.006 0.250
C -2.2434 1.5738 -4.3831 -0.084 0.024 0.014
C -2.5870 1.3297 -5.7029 -0.007 0.000 0.057
C -1.7330 1.7229 -6.7276 0.027 0.009 -0.046
C -0.5353 2.3623 -6.4413 -0.042 -0.009 -0.028
C -0.1764 2.6003 -5.1214 0.078 0.005 0.081
C -1.5548 4.0002 -2.1114 0.172 -0.157 -0.040
C -1.2690 5.1354 -2.8562 0.029 0.005 -0.067
C -1.9808 6.2996 -2.6124 0.019 -0.013 0.031
C -2.9580 6.3267 -1.6251 -0.009 -0.024 0.027
C -3.2250 5.1888 -0.8768 -0.034 0.075 -0.003
C -2.5148 4.0200 -1.1173 -0.049 -0.145 0.069
H -2.8956 1.2835 -3.5681 -0.006 -0.019 -0.014
H -3.5240 0.8415 -5.9367 0.010 -0.022 -0.010
H -2.0037 1.5260 -7.7563 -0.005 0.022 0.000
H 0.1216 2.6725 -7.2422 0.008 -0.020 -0.001
H 0.7653 3.0821 -4.8853 0.004 -0.018 -0.011
H -0.5047 5.1162 -3.6236 -0.004 0.024 -0.003
H -1.7641 7.1918 -3.1837 0.002 -0.014 -0.017
H -3.4991 7.2422 -1.4276 -0.008 -0.008 -0.012
H -3.9721 5.2231 -0.0931 0.030 -0.019 -0.011
H -2.6832 3.1312 -0.5215 -0.031 -0.029 -0.005

***

(3)
14
Properties=species:S:1:pos:R:3:forces:R:3 method="wB97M-V/def2-TZVPD" relative_energy_kj_mol=69.3 spin_multiplicity=1 total_energy_ha=-721.9363 homo_energy_ev=-9.30 e_lumo_ev=0.62 smiles="O=C(O)NCCS" largest_force_ev_per_a=3.2
O 0.3545 2.0557 0.2232 -0.420 0.936 0.607
C -0.3720 1.4982 1.0192 0.734 -1.218 -0.377
O -0.9466 2.0742 2.1392 1.819 1.665 -2.020
N -0.6382 0.1713 0.9171 -0.730 -0.943 1.391
C 0.1859 -0.7855 0.1367 -0.820 -0.901 -0.146
C 0.2647 -0.4956 -1.3594 -2.091 -0.345 -1.539
S 1.3619 -1.7306 -2.3728 -1.564 0.554 1.600
H -0.5129 2.9802 1.9971 -1.186 -1.223 0.909
H -0.9680 -0.1862 1.8290 0.107 -0.009 -1.088
H -0.2956 -1.8243 0.2820 0.815 1.653 -0.126
H 1.1863 -0.8072 0.4925 0.951 -0.114 0.745
H 0.6097 0.5575 -1.5995 -0.434 -1.495 0.300
H -0.8491 -0.6786 -1.7045 2.287 0.772 0.055
H 0.6193 -2.8293 -1.9997 0.532 0.667 -0.310